A molecular structure, C2Ag2NiO10P, computed with wB97M-V/def2-TZVPD.

## Properties
Expectation value of S² ... 6.032
HOMO-LUMO gap (alpha / beta) ... 6.8 / 4.6 eV
DFT total energy ... -2972.22844 a.u.
Total charge ... -1
Highest occupied orbital energy (alpha / beta) ... -0.1790 / -0.1686 Eh
2S+1 ... 5

The geometry in XYZ format:
```
16
Properties=species:S:1:pos:R:3:forces:R:3
Ag -0.77421 -1.08258 -2.71726 0.289 -0.544 -0.361
Ag 1.91338 0.63581 1.33957 0.212 0.279 -0.377
Ni -0.93203 -0.41231 0.57067 0.849 0.720 -0.953
P -0.55656 1.38909 -1.41964 0.393 1.611 1.170
O -1.59843 0.24199 -1.14866 -2.643 -0.823 0.256
O 0.24153 0.87915 -2.62333 0.146 0.566 -0.588
O 0.25045 1.08582 -0.07364 0.549 0.030 0.751
O -1.10999 2.78273 -1.38247 0.397 -0.857 -0.619
C 1.04122 -1.94606 -0.74684 -1.144 6.385 -0.353
O 1.30836 -1.91772 -1.99587 1.110 -2.019 -0.675
O -0.20621 -1.99878 -0.47542 -0.909 -2.444 0.843
O 1.75391 -1.17009 -0.03564 1.515 -2.976 0.206
C -0.42987 0.28487 2.97561 3.281 1.730 -7.930
O 0.03295 -0.74614 2.39584 -0.126 -3.690 2.618
O 0.45136 1.21597 3.10006 -0.727 0.912 3.462
O -1.38585 0.75825 2.23701 -3.193 1.121 2.549
```
Forces are in eV/Å.

Here are the natural (NBO) charges for atoms 1 to 5, given in e:
1. Ag 0.989
2. Ag 0.967
3. Ni 1.502
4. P 2.509
5. O -1.307